ORCA calculation (the ωB97M-V functional and the def2-TZVPD basis) on a gas-phase ion, C2H4O2P (charge -1).

Results
HOMO (eV): -4.52
Relative energy (zero: lowest compared OMol25 entry of this formula, charge and spin) (kcal/mol): 18.1
Charge: -1
Kohn-Sham gap (eV): 9.0
E_tot (hartree): -570.481568
SMILES: C=C[P@@H](=O)[O-]

```
9
C2H4O2P (the ωB97M-V functional and the def2-TZVPD basis)
C -1.370 0.258 0.626
C -0.784 -0.277 -0.427
P 1.438 -0.087 -0.393
O 1.873 0.658 -1.642
O 1.760 0.606 0.863
H -2.378 0.182 0.953
H -0.757 0.873 1.301
H -1.469 -0.786 -1.010
H 1.686 -1.427 -0.270
```